Arrangement w

{"formula": "C6H6Cl2", "method": "the ωB97M-V functional and the def2-TZVPD basis", "homo_ev": -8.816, "mol_weight_g_mol": 149.02, "lumo_energy_ev": 0.18, "elements": ["C", "C", "C", "C", "C", "C", "H", "H", "H", "H", "H", "H", "Cl", "Cl"], "coordinates": [[-0.05532, -1.16538, 0.62448], [-1.22624, -1.01339, -0.24564], [-1.12802, -0.58852, -1.50189], [1.04449, -0.38274, 0.72056], [1.17948, 0.98599, 0.20492], [0.27225, 1.94213, 0.37562], [-2.20144, -1.25208, 0.19898], [-2.00957, -0.51084, -2.13665], [-0.17716, -0.29482, -1.94237], [2.12809, 1.22310, -0.29833], [-0.60997, 1.76477, 0.95436], [0.46200, 2.95146, -0.04853], [-0.11556, -2.73577, 1.47334], [2.43697, -0.92392, 1.62115]]}

Arrangement x

{"formula": "C6H6Cl2", "method": "the ωB97M-V functional and the def2-TZVPD basis", "homo_ev": -9.718, "mol_weight_g_mol": 149.02, "lumo_energy_ev": 0.77, "elements": ["C", "C", "C", "C", "C", "C", "Cl", "Cl", "H", "H", "H", "H", "H", "H"], "coordinates": [[-2.42843, 1.36233, -0.21272], [-1.31395, 0.95296, -0.43411], [1.13896, 0.81611, -0.80053], [-0.15565, 0.07756, -0.53887], [0.47407, 0.06788, -1.89480], [-0.31023, -1.29836, 0.25275], [1.43697, -1.39811, -2.28982], [-0.29727, 0.69073, -3.20640], [-3.17204, 2.09038, -0.27705], [1.10352, 1.87019, -0.84628], [2.08760, 0.35173, -0.67853], [0.44654, -1.90867, -0.00609], [-1.27198, -1.80358, 0.08015], [-0.17665, -0.96303, 1.29236]]}

Most stable of them? arrangement w.